Arrangement w

{"formula": "C3H5NO3", "method": "ωB97M-V with the def2-TZVPD basis set", "symbols": ["O", "C", "N", "C", "C", "O", "O", "H", "H", "H", "H", "H"], "coordinates": [[1.638, -0.538, -2.371], [1.617, -0.150, -1.225], [0.557, 0.493, -0.676], [0.329, 0.720, 0.720], [-0.994, 0.071, 1.157], [-1.889, 0.724, 1.628], [-1.171, -1.175, 0.672], [2.519, -0.267, -0.601], [-0.166, 0.704, -1.351], [1.142, 0.328, 1.324], [0.199, 1.775, 0.959], [-1.869, -1.616, 1.179]], "homo_energy_ev": -10.09, "smiles": "O=CNCC(=O)O", "orbital_gap_ev": 10.62, "lumo_energy_ev": 0.53}


Arrangement x

{"formula": "C3H5NO3", "method": "ωB97M-V with the def2-TZVPD basis set", "symbols": ["O", "C", "C", "O", "C", "O", "N", "H", "H", "H", "H", "H"], "coordinates": [[-2.030, 1.254, 0.444], [-0.908, 0.643, 0.236], [-0.875, -0.928, 0.170], [0.348, -1.550, -0.347], [1.539, -0.866, -0.216], [1.247, 0.470, -0.725], [0.418, 1.153, 0.402], [-1.790, -1.354, -0.453], [-1.117, -1.044, 1.328], [1.961, -1.062, 0.756], [2.412, -1.219, -0.832], [0.546, 2.118, 0.269]], "homo_energy_ev": -10.14, "smiles": "O=C1COCON1", "orbital_gap_ev": 10.68, "lumo_energy_ev": 0.55}


Most stable structure, least stable structure: arrangement w, arrangement x.


Arrangement w

{"formula": "C3H5NO3", "method": "ωB97M-V with the def2-TZVPD basis set", "symbols": ["N", "C", "O", "C", "O", "C", "O", "H", "H", "H", "H", "H"], "coordinates": [[0.656, 1.053, 1.182], [0.442, -0.290, 1.157], [0.249, -0.969, 2.147], [0.502, -0.918, -0.241], [-0.804, -0.966, -0.845], [-1.227, 0.154, -1.424], [-0.633, 1.204, -1.449], [0.534, 1.582, 0.329], [0.501, 1.519, 2.063], [1.195, -0.390, -0.902], [0.795, -1.960, -0.131], [-2.209, -0.019, -1.886]], "homo_energy_ev": -10.09, "smiles": "NC(=O)COC=O", "orbital_gap_ev": 10.91, "lumo_energy_ev": 0.82}


Arrangement x

{"formula": "C3H5NO3", "method": "ωB97M-V with the def2-TZVPD basis set", "symbols": ["C", "C", "O", "N", "C", "O", "O", "H", "H", "H", "H", "H"], "coordinates": [[1.386, -0.450, -0.365], [0.128, -1.035, 0.002], [-0.132, -2.195, -0.139], [-0.800, -0.232, 0.708], [-0.853, 1.160, 0.485], [-0.672, 2.086, 1.260], [-1.380, 1.402, -0.656], [2.187, -1.223, -0.716], [1.337, 0.360, -1.075], [1.842, 0.132, 0.455], [-1.500, -0.711, 1.306], [-1.544, 0.708, -1.267]], "homo_energy_ev": -10.37, "smiles": "CC(=O)NC(=O)O", "orbital_gap_ev": 10.77, "lumo_energy_ev": 0.39}


Arrangement y

{"formula": "C3H5NO3", "method": "ωB97M-V with the def2-TZVPD basis set", "symbols": ["C", "C", "N", "O", "O", "C", "O", "H", "H", "H", "H", "H"], "coordinates": [[-0.483, 1.665, 0.036], [-0.392, 0.211, 0.123], [-1.281, -0.485, -0.413], [-1.129, -1.867, -0.013], [0.611, -0.446, 1.065], [1.680, -0.891, 0.200], [1.904, -0.247, -0.927], [0.213, 1.883, -0.843], [-1.634, 1.768, -0.147], [-0.066, 2.182, 0.984], [-1.690, -2.137, -0.922], [2.269, -1.636, 0.857]], "homo_energy_ev": -10.09, "smiles": "C/C(=N/O)OC=O", "orbital_gap_ev": 10.69, "lumo_energy_ev": 0.59}


Most stable structure, least stable structure: arrangement w, arrangement y.